1.
C39H46ClF3N6O5RhS | the ωB97M-V functional and the def2-TZVPD basis

XYZ file:
```
102
Properties=species:S:1:pos:R:3:mulliken_spin:R:1
Rh 0.425 -0.676 -1.229 2.331
C 2.876 -3.255 2.902 0.002
C 3.922 -3.067 1.816 0.015
N 4.040 -1.675 1.392 0.014
C 5.015 -0.878 2.131 -0.001
C 6.370 -0.854 1.444 0.002
C 3.328 -1.143 0.379 0.021
S 2.160 -2.143 -0.398 0.147
N 3.646 0.146 0.151 0.010
C 3.062 0.903 -0.783 0.033
O 2.158 0.635 -1.602 0.064
C 3.556 2.346 -0.808 0.010
C 4.657 2.763 -0.073 0.005
C 5.067 4.089 -0.122 -0.003
C 4.369 5.001 -0.903 0.005
C 3.264 4.586 -1.636 -0.004
C 2.860 3.258 -1.592 0.006
H 2.830 -4.299 3.214 -0.003
H 1.895 -2.972 2.523 0.001
H 3.096 -2.645 3.779 0.000
H 3.677 -3.683 0.953 -0.004
H 4.909 -3.374 2.170 0.001
H 5.090 -1.316 3.128 0.000
H 4.630 0.135 2.238 0.001
H 6.759 -1.864 1.303 0.000
H 7.094 -0.292 2.037 -0.001
H 6.279 -0.381 0.468 0.000
H 5.182 2.037 0.535 0.001
H 5.926 4.412 0.451 0.000
H 4.686 6.035 -0.942 0.000
H 2.717 5.296 -2.244 0.000
H 2.004 2.907 -2.155 -0.003
F -1.613 -6.862 4.392 0.007
C -2.592 -6.790 3.458 -0.009
F -3.723 -6.505 4.123 0.001
F -2.730 -8.055 3.003 0.007
C -2.286 -5.818 2.376 0.225
C -3.086 -4.697 2.139 -0.065
C -2.795 -3.837 1.107 0.219
C -1.684 -4.070 0.233 -0.039
C -0.861 -5.207 0.531 0.208
C -1.165 -6.051 1.563 -0.114
C -1.431 -3.257 -0.839 0.516
C -1.081 -2.244 -1.571 0.105
H -3.936 -4.501 2.778 -0.001
H -3.412 -2.965 0.934 0.011
H 0.015 -5.377 -0.081 0.009
H -0.531 -6.906 1.763 -0.003
C -4.428 3.929 -2.719 0.000
C -3.241 4.402 -1.935 0.000
C -3.410 5.034 -0.709 0.000
C -2.319 5.474 0.021 0.000
Cl -2.583 6.246 1.573 0.000
C -1.031 5.311 -0.448 0.001
C -0.851 4.677 -1.667 0.000
C -1.936 4.215 -2.399 0.001
O -1.650 3.651 -3.618 0.000
C -1.919 2.255 -3.847 0.012
C -1.616 1.406 -2.612 -0.033
O -2.510 1.297 -1.762 0.010
O -0.467 0.891 -2.572 0.059
H -5.339 4.408 -2.360 0.000
H -4.529 2.849 -2.609 0.000
H -4.312 4.156 -3.779 0.000
H -4.408 5.186 -0.319 0.000
H -0.187 5.644 0.138 0.000
H 0.141 4.508 -2.061 0.000
H -1.249 1.990 -4.662 -0.001
H -2.957 2.107 -4.148 0.001
C -3.505 -3.202 -3.236 0.002
C -2.097 -2.907 -3.719 0.062
C -2.080 -2.267 -5.089 0.000
O -1.446 -1.970 -2.860 0.031
H -4.031 -3.821 -3.967 0.001
H -4.050 -2.264 -3.113 -0.001
H -3.506 -3.729 -2.282 -0.005
H -1.500 -3.829 -3.723 0.009
H -2.699 -1.368 -5.086 0.000
H -2.471 -2.957 -5.839 0.000
H -1.066 -1.980 -5.364 0.001
C 0.611 0.026 1.873 -0.049
N 0.153 0.687 3.092 0.005
C -1.249 0.316 3.313 -0.008
N -2.111 0.687 2.194 0.007
C -1.622 0.016 0.992 0.008
N -0.213 0.394 0.706 0.130
C -0.154 1.864 0.535 0.009
N -0.620 2.556 1.732 0.004
C 0.202 2.136 2.865 -0.001
C -2.003 2.135 1.983 0.005
H 0.562 -1.058 1.994 0.011
H 1.645 0.314 1.673 0.009
H -1.603 0.814 4.219 0.000
H -1.307 -0.765 3.458 0.000
H -2.222 0.298 0.126 0.004
H -1.656 -1.067 1.126 -0.014
H -0.777 2.130 -0.316 -0.004
H 0.882 2.145 0.331 0.009
H -0.156 2.641 3.765 0.000
H 1.238 2.431 2.682 -0.001
H -2.613 2.414 1.122 -0.003
H -2.372 2.654 2.870 0.000
```

Output
total charge: -1
HOMO level (alpha / beta): -3.10 / -5.44 eV
energy: -3487.01653 Ha
2S+1: 5
energy above the lowest of the compared OMol25 structures with the same formula, charge and spin: 4.0 kcal per mole
expectation value of S²: 6.05
LUMO level (alpha / beta): 0.09034 / 0.06651 Eh

***

2.
C39H46CoOP2 | the ωB97M-V functional and the def2-TZVPD basis

XYZ file:
```
89
Properties=species:S:1:pos:R:3:mulliken_spin:R:1
Co -0.028 0.480 0.297 2.610
C -2.254 0.078 0.949 0.006
C -1.919 -0.289 -0.350 0.037
C -2.437 0.450 -1.562 -0.001
C -1.344 1.292 -2.239 0.078
C -0.300 1.730 -1.240 -0.184
C -0.607 2.328 0.018 0.111
C -2.004 2.612 0.527 0.021
C -2.673 1.455 1.338 0.009
C 1.797 0.108 -0.151 0.195
H -2.423 -0.697 1.699 0.002
H -1.509 -1.293 -0.540 -0.007
H -3.269 1.107 -1.284 0.000
H -2.842 -0.268 -2.286 0.001
H -0.859 0.716 -3.041 -0.011
H -1.808 2.149 -2.741 -0.011
H 0.670 1.963 -1.695 -0.014
H 0.153 3.003 0.454 0.005
H -2.683 2.926 -0.280 0.002
H -1.919 3.478 1.202 0.004
H -2.443 1.597 2.407 -0.004
H -3.770 1.560 1.279 -0.008
H 2.219 -0.463 0.687 -0.006
H 2.314 1.073 -0.279 -0.001
H 1.845 -0.488 -1.080 0.007
P 0.124 -2.332 -9.436 0.000
P 2.112 0.429 -9.695 0.000
C -0.423 -0.730 -10.087 0.000
C 0.350 0.389 -10.103 0.000
C -0.765 -3.501 -10.540 0.000
C -1.949 -3.185 -11.220 0.000
C -2.577 -4.141 -12.020 0.000
C -2.040 -5.425 -12.148 0.000
C -0.850 -5.745 -11.475 0.000
C -0.205 -4.788 -10.690 0.000
C -0.858 -2.441 -7.874 0.000
C -0.480 -1.588 -6.817 0.000
C -1.216 -1.582 -5.631 0.000
C -2.338 -2.412 -5.494 0.000
C -2.691 -3.282 -6.529 0.000
C -1.935 -3.324 -7.704 0.000
C 2.739 1.216 -11.263 0.000
C 2.716 0.419 -12.425 0.000
C 3.081 0.965 -13.658 0.000
C 3.475 2.308 -13.746 0.000
C 3.528 3.089 -12.589 0.000
C 3.192 2.540 -11.347 0.000
C 2.175 1.843 -8.530 0.000
C 3.301 1.917 -7.681 0.000
C 3.443 2.999 -6.813 0.000
C 2.466 4.004 -6.768 0.000
C 1.341 3.914 -7.596 0.000
C 1.183 2.826 -8.457 0.000
H -1.462 -0.671 -10.441 0.000
H -0.067 1.336 -10.485 0.000
H -2.395 -2.196 -11.126 0.000
H -3.497 -3.875 -12.546 0.000
H -2.538 -6.171 -12.767 0.000
H -0.426 -6.744 -11.566 0.000
H 0.729 -5.029 -10.181 0.000
H 0.385 -0.930 -6.937 0.000
H -0.915 -0.926 -4.812 0.000
H -2.928 -2.380 -4.577 0.000
H -3.561 -3.934 -6.426 0.000
H -2.194 -4.034 -8.491 0.000
H 2.392 -0.621 -12.360 0.000
H 3.051 0.344 -14.552 0.000
H 3.739 2.736 -14.713 0.000
H 3.830 4.137 -12.650 0.000
H 3.263 3.155 -10.447 0.000
H 4.054 1.129 -7.717 0.000
H 4.321 3.062 -6.169 0.000
H 2.581 4.849 -6.091 0.000
H 0.578 4.693 -7.574 0.000
H 0.288 2.752 -9.075 0.000
C -1.065 -0.759 4.011 0.008
C 0.167 -0.182 3.321 -0.001
C 0.367 1.282 3.690 -0.001
C 1.398 -0.972 3.760 0.013
O -0.004 -0.351 1.956 0.137
H -0.946 -0.766 5.100 0.002
H -1.220 -1.787 3.667 0.000
H -1.956 -0.179 3.752 -0.001
H 0.490 1.382 4.775 -0.001
H 1.268 1.667 3.205 0.002
H -0.487 1.896 3.378 0.003
H 1.315 -2.017 3.444 -0.002
H 2.296 -0.542 3.308 -0.001
H 1.517 -0.952 4.850 0.002
```

Output
total charge: 0
HOMO level (alpha / beta): -7.21 / -7.75 eV
energy: -3654.21838 Ha
2S+1: 4
energy above the lowest of the compared OMol25 structures with the same formula, charge and spin: 3.7 kcal per mole
expectation value of S²: 3.79
LUMO level (alpha / beta): 0.01860 / 0.00473 Eh

***

3.
C39H46F6N3OSi | the ωB97M-V functional and the def2-TZVPD basis

XYZ file:
```
96
Properties=species:S:1:pos:R:3:lowdin_charge:R:1
C -7.818 -4.335 3.064 -0.038
N -7.339 -3.248 2.251 -0.152
C -8.267 -2.721 1.262 -0.034
C -8.060 -3.445 -0.043 -0.525
F -8.913 -3.075 -1.037 0.139
F -6.772 -3.236 -0.489 0.112
F -8.186 -4.802 0.152 0.111
C -6.030 -2.823 2.332 -0.204
C -5.712 -1.472 2.626 0.020
C -4.401 -1.067 2.711 0.013
C -3.330 -1.954 2.374 -0.182
C -1.988 -1.527 2.547 0.112
C -0.828 -2.340 2.574 -0.177
C 0.463 -1.726 2.676 0.007
C 1.616 -2.472 2.593 0.032
C 1.560 -3.871 2.345 -0.200
N 2.710 -4.643 2.247 -0.176
C 3.323 -4.905 0.966 -0.043
C 3.319 -5.300 3.397 -0.043
C 2.662 -6.623 3.690 -0.533
F 3.356 -7.395 4.574 0.130
F 1.400 -6.419 4.202 0.103
F 2.503 -7.344 2.529 0.107
C 0.289 -4.479 2.234 0.030
C -0.851 -3.767 2.529 0.010
C -3.699 -3.236 1.863 0.007
C -4.972 -3.721 2.053 0.030
H -7.239 -4.380 3.998 0.106
H -8.877 -4.171 3.305 0.104
H -7.712 -5.301 2.542 0.092
H -9.289 -2.926 1.598 0.148
H -8.059 -1.660 1.092 0.146
H -6.542 -0.794 2.830 0.131
H -4.153 -0.052 3.036 0.131
H -1.835 -0.461 2.728 0.138
H 0.512 -0.644 2.834 0.115
H 2.603 -2.022 2.701 0.132
H 3.078 -4.094 0.267 0.099
H 4.413 -4.967 1.085 0.097
H 2.953 -5.854 0.543 0.089
H 4.370 -5.504 3.158 0.145
H 3.185 -4.669 4.283 0.150
H 0.235 -5.527 1.945 0.133
H -1.767 -4.327 2.717 0.114
H -2.972 -3.852 1.331 0.121
H -5.203 -4.778 1.908 0.137
C 1.812 1.570 1.161 -0.167
Si 3.005 2.323 -0.053 0.410
C 3.482 4.037 0.494 -0.131
C 4.490 1.240 -0.305 -0.146
O 2.184 2.376 -1.514 -0.158
C 1.947 3.433 -2.421 -0.365
C 0.904 4.404 -1.832 -0.162
C 0.063 4.012 -0.785 -0.048
C -0.744 4.969 -0.157 -0.075
C -0.855 6.253 -0.693 -0.089
C -0.173 6.570 -1.869 -0.068
C 0.689 5.640 -2.459 -0.046
C 3.309 4.036 -2.816 -0.136
C 3.683 5.350 -2.505 -0.048
C 4.979 5.799 -2.797 -0.073
C 5.924 4.943 -3.361 -0.084
C 5.571 3.615 -3.623 -0.067
C 4.284 3.160 -3.312 -0.058
C 1.265 2.849 -3.672 -0.286
C -0.124 2.206 -3.450 -0.115
C -0.256 1.274 -4.656 -0.162
C 1.180 0.879 -5.023 -0.196
N 2.014 1.843 -4.328 -0.036
H 2.320 1.414 2.124 0.037
H 0.952 2.229 1.335 0.024
H 1.442 0.600 0.801 0.027
H 3.748 3.986 1.561 0.042
H 4.351 4.410 -0.065 0.039
H 2.655 4.750 0.377 0.041
H 5.081 1.216 0.622 0.037
H 4.177 0.215 -0.548 0.036
H 5.128 1.610 -1.117 0.029
H 0.034 2.969 -0.457 0.099
H -1.289 4.679 0.741 0.100
H -1.494 6.997 -0.208 0.104
H -0.298 7.545 -2.341 0.107
H 1.207 5.858 -3.399 0.124
H 2.985 6.025 -2.009 0.107
H 5.225 6.840 -2.585 0.107
H 6.927 5.307 -3.597 0.106
H 6.277 2.920 -4.079 0.106
H 4.031 2.103 -3.448 0.112
H 1.138 3.710 -4.366 0.160
H -0.100 1.638 -2.510 0.115
H -0.912 2.964 -3.386 0.120
H -0.893 0.409 -4.460 0.104
H -0.675 1.840 -5.496 0.110
H 1.419 -0.130 -4.658 0.103
H 1.378 0.888 -6.111 0.115
H 2.815 2.158 -4.869 0.112
```

Output
total charge: +1
HOMO level: -9.65 eV
energy: -2641.70714 Ha
LUMO level: -0.20075 Eh